The following is a DFT calculation (wB97M-V/def2-TZVPD) of C36H26BrClMoN2PS as an isolated structure at a distorted geometry.

## Properties
- 2S+1 = 3
- molecular weight (g mol⁻¹) = 760.96
- energy (eV) = -145250.4486
- HOMO level (alpha / beta) (Ha) = -0.6072 / -0.6071
- total charge = +3
- HOMO-LUMO gap (alpha / beta) (eV) = 5.86 / 4.77

Each line ends with the Löwdin charge.
Cartesian coordinates (Å):
Mo 0.117 -0.632 0.493  1.424
S 3.971 1.866 0.726  1.260
C 4.541 0.240 0.804  -0.429
C 5.872 -0.155 0.902  -0.040
C 6.141 -1.508 0.910  -0.025
C 5.096 -2.430 0.820  -0.026
C 3.777 -2.026 0.735  -0.051
C 3.480 -0.668 0.724  -0.256
N 2.211 -0.028 0.659  -0.045
C 2.392 1.295 0.624  -0.550
C 1.252 2.137 0.318  -0.275
C 1.338 3.512 0.169  -0.005
C 0.237 4.207 -0.317  -0.003
C -0.912 3.518 -0.672  -0.024
C -1.012 2.144 -0.470  -0.108
C 0.078 1.418 0.032  -0.235
H 6.667 0.575 0.958  0.130
H 7.163 -1.853 0.974  0.130
H 5.319 -3.488 0.812  0.124
H 3.017 -2.778 0.652  0.029
H 2.251 4.049 0.396  0.119
H 0.290 5.280 -0.441  0.134
H -1.749 4.053 -1.100  0.129
H -1.937 1.670 -0.760  0.064
Cl -2.449 -0.321 0.701  0.833
C -2.862 0.246 2.353  -0.526
C -4.165 0.622 2.572  -0.049
C -4.485 1.057 3.859  0.000
C -3.526 1.096 4.860  -0.012
C -2.221 0.698 4.602  -0.025
C -1.874 0.252 3.324  -0.364
P -0.230 -0.293 2.930  1.058
C -0.266 -2.044 2.506  -0.380
C 0.899 -2.490 1.932  -0.128
C 0.967 -3.834 1.234  -0.201
C -0.355 -4.643 1.187  -0.118
C -1.527 -4.042 1.878  0.009
C -1.502 -2.841 2.457  -0.073
C 0.998 0.123 4.128  -0.373
C 1.464 1.441 4.187  -0.077
C 2.380 1.786 5.164  -0.034
C 2.833 0.826 6.063  -0.015
C 2.376 -0.484 5.998  -0.029
C 1.452 -0.845 5.030  -0.062
H -4.905 0.597 1.786  0.130
H -5.498 1.376 4.065  0.137
H -3.793 1.441 5.849  0.134
H -1.474 0.733 5.385  0.125
H 1.833 -2.027 2.238  0.106
H 1.812 -4.407 1.617  0.159
H -0.240 -5.680 1.498  0.168
H -2.434 -4.633 1.936  0.144
H -2.375 -2.455 2.968  0.119
H 1.111 2.191 3.487  0.114
H 2.743 2.802 5.231  0.126
H 3.546 1.104 6.827  0.130
H 2.730 -1.219 6.707  0.127
H 1.084 -1.863 4.992  0.117
Br 2.410 -4.554 -1.275  0.942
C 0.974 -3.706 -0.315  -0.712
C -0.320 -4.584 -0.420  -0.196
C -1.471 -4.000 -1.095  0.113
C -1.563 -2.623 -1.255  -0.073
N -0.508 -1.834 -1.036  -0.112
C 0.795 -2.259 -0.793  -0.265
H -0.129 -5.582 -0.816  0.148
H -2.314 -4.615 -1.387  0.154
H -2.509 -2.148 -1.490  0.128
H 1.519 -1.874 -1.513  0.129



The following is a DFT calculation (wB97M-V/def2-TZVPD) of C36H26Cl2MnN6O2 as an isolated structure.

## Properties
- 2S+1 = 2
- molecular weight (g mol⁻¹) = 700.49
- energy (eV) = -107158.0690
- HOMO level (alpha / beta) (Ha) = -0.0576 / -0.0145
- total charge = -2
- HOMO-LUMO gap (alpha / beta) (eV) = 6.08 / 4.91
- relative energy (zero: lowest compared OMol25 entry of this formula, charge and spin) (kcal per mole) = 0.0

Each line ends with the Löwdin charge.
Cartesian coordinates (Å):
Mn 0.779 0.125 -0.150  0.517
Cl -2.509 -5.727 1.656  0.589
C -1.279 -4.502 1.445  -0.688
C -1.551 -3.429 0.608  -0.046
C -0.612 -2.417 0.408  -0.198
N -0.838 -1.275 -0.363  0.061
C -1.684 -1.349 -1.395  -0.499
O -2.238 -2.345 -1.886  0.001
C -1.971 -0.032 -2.075  -0.207
C -1.548 0.172 -3.388  -0.013
C -1.929 1.332 -4.029  -0.091
C -2.716 2.251 -3.345  -0.101
C -3.081 1.956 -2.044  -0.160
N -2.732 0.836 -1.413  0.138
C 0.634 -2.507 1.093  -0.192
C 0.895 -3.603 1.914  -0.046
C -0.060 -4.594 2.087  -0.694
Cl 0.320 -5.947 3.130  0.583
N 1.483 -1.423 0.901  0.039
C 2.677 -1.298 1.478  -0.454
O 3.312 -2.093 2.195  -0.020
C 3.263 0.062 1.202  -0.154
C 4.499 0.417 1.719  -0.018
C 4.983 1.694 1.497  -0.095
C 4.200 2.578 0.766  -0.076
C 2.979 2.152 0.275  -0.101
N 2.511 0.912 0.476  0.049
H -2.498 -3.382 0.098  0.098
H -0.917 -0.569 -3.860  0.114
H -1.599 1.534 -5.042  0.097
H -3.014 3.189 -3.795  0.088
H -3.674 2.661 -1.468  0.097
H 1.848 -3.668 2.414  0.087
H 5.034 -0.332 2.287  0.106
H 5.947 1.999 1.888  0.088
H 4.525 3.592 0.570  0.092
H 2.340 2.809 -0.303  0.100
C -0.439 0.299 2.845  -0.153
N -0.167 0.950 1.575  -0.024
C -0.529 2.175 1.435  -0.096
C -0.350 2.793 0.164  -0.344
C -0.478 4.119 -0.267  -0.094
C -0.080 4.114 -1.610  -0.133
C 0.267 2.785 -1.911  -0.204
N 0.111 1.990 -0.843  -0.001
C -1.904 -0.018 3.074  -0.194
C -2.349 -0.321 4.358  -0.062
C -3.673 -0.666 4.590  -0.116
C -4.573 -0.706 3.534  -0.119
C -4.137 -0.394 2.254  -0.077
C -2.813 -0.048 2.020  -0.026
H -0.073 0.911 3.680  0.118
H 0.126 -0.634 2.867  0.111
H -0.980 2.736 2.261  0.131
H -0.823 4.958 0.321  0.075
H -0.066 4.951 -2.293  0.066
H 0.602 2.379 -2.853  0.091
H -1.645 -0.296 5.184  0.104
H -4.000 -0.906 5.596  0.087
H -5.607 -0.980 3.709  0.086
H -4.826 -0.424 1.418  0.100
H -2.485 0.195 1.017  0.080
C 2.723 -1.193 -4.480  -0.158
C 2.958 0.070 -3.952  -0.142
C 2.428 0.422 -2.714  -0.152
C 1.628 -0.432 -1.931  -0.166
C 1.443 -1.711 -2.497  -0.127
C 1.965 -2.086 -3.730  -0.135
H 3.125 -1.478 -5.447  0.072
H 3.560 0.786 -4.507  0.078
H 2.652 1.421 -2.348  0.063
H 0.858 -2.453 -1.960  0.085
H 1.773 -3.086 -4.110  0.083



The following is a DFT calculation (wB97M-V/def2-TZVPD) of C36H27Cl2N8O2RuS as an isolated structure.

## Properties
- 2S+1 = 2
- molecular weight (g mol⁻¹) = 807.71
- energy (eV) = -92250.8131
- HOMO level (alpha / beta) (Ha) = -0.2466 / -0.2461
- total charge = 0
- HOMO-LUMO gap (alpha / beta) (eV) = 5.65 / 5.57
- relative energy (zero: lowest compared OMol25 entry of this formula, charge and spin) (kcal per mole) = 0.0

Each line ends with the Löwdin charge.
Cartesian coordinates (Å):
Ru 0.526 0.573 -0.520  1.352
Cl 3.975 5.253 2.893  0.661
C 3.484 4.184 1.620  -0.671
C 2.763 3.049 1.952  -0.043
C 2.348 2.175 0.960  -0.209
N 1.587 0.981 1.181  -0.042
C 2.008 0.253 2.263  -0.449
O 3.064 0.457 2.854  0.038
C 1.147 -0.859 2.838  -0.180
C 1.569 -1.407 4.051  0.007
C 0.792 -2.379 4.651  -0.055
C -0.382 -2.780 4.029  -0.056
C -0.711 -2.186 2.824  -0.125
N 0.032 -1.251 2.237  0.104
C 2.640 2.478 -0.374  -0.199
C 3.390 3.596 -0.709  -0.029
C 3.812 4.449 0.295  -0.679
Cl 4.738 5.848 -0.136  0.661
N 2.033 1.606 -1.272  -0.041
C 2.382 1.416 -2.555  -0.486
O 3.360 1.838 -3.157  0.058
C 1.307 0.635 -3.273  -0.186
C 1.382 0.465 -4.643  0.017
C 0.314 -0.109 -5.307  -0.037
C -0.795 -0.497 -4.571  -0.040
C -0.790 -0.317 -3.200  -0.115
N 0.243 0.232 -2.552  -0.016
H 2.543 2.858 2.990  0.114
H 2.487 -1.049 4.492  0.116
H 1.092 -2.815 5.595  0.108
H -1.030 -3.527 4.467  0.103
H -1.628 -2.465 2.308  0.099
H 3.637 3.805 -1.739  0.108
H 2.272 0.819 -5.144  0.125
H 0.333 -0.234 -6.382  0.113
H -1.668 -0.924 -5.045  0.111
H -1.649 -0.596 -2.608  0.071
N -1.882 -2.956 -0.545  0.137
C -3.126 -2.859 0.116  -0.271
C -3.804 -3.990 0.539  -0.024
C -5.021 -3.857 1.194  -0.078
C -5.534 -2.597 1.461  -0.079
C -4.832 -1.466 1.064  -0.084
C -3.643 -1.597 0.363  -0.447
S -2.803 -0.167 -0.240  1.071
N -1.191 -0.735 -0.208  -0.326
C -0.928 -1.976 -0.393  -0.389
C 0.498 -2.369 -0.458  -0.194
C 0.940 -3.680 -0.384  0.006
C 2.304 -3.934 -0.404  -0.036
C 3.187 -2.875 -0.496  -0.019
C 2.674 -1.590 -0.566  -0.071
N 1.365 -1.348 -0.552  -0.004
H -1.554 -3.889 -0.722  0.122
H -3.387 -4.973 0.349  0.114
H -5.560 -4.742 1.505  0.106
H -6.474 -2.489 1.983  0.107
H -5.214 -0.477 1.283  0.113
H 0.252 -4.505 -0.268  0.112
H 2.665 -4.951 -0.333  0.116
H 4.256 -3.025 -0.501  0.117
H 3.313 -0.717 -0.621  0.127
C -1.047 2.021 2.124  -0.055
C -1.333 2.574 0.765  -0.404
C -2.281 3.517 0.467  -0.089
C -2.148 3.824 -0.911  -0.082
C -1.127 3.054 -1.405  -0.359
C -0.591 3.145 -2.799  -0.036
N -0.633 2.242 -0.391  -0.074
H -1.604 2.606 2.858  0.079
H 0.009 2.083 2.379  0.050
H -1.345 0.976 2.236  0.043
H -2.942 3.982 1.182  0.093
H -2.687 4.572 -1.471  0.093
H -0.954 4.073 -3.241  0.081
H -0.921 2.333 -3.453  0.059
H 0.498 3.190 -2.822  0.067



The following is a DFT calculation (wB97M-V/def2-TZVPD) of C36H28F36N10O24S12 as an isolated structure at a distorted geometry.

## Properties
- 2S+1 = 1
- molecular weight (g mol⁻¹) = 2053.40
- energy (eV) = -329671.4422
- HOMO level (Ha) = -0.1761
- total charge = -2
- HOMO-LUMO gap (eV) = 2.56
- relative energy (zero: lowest compared OMol25 entry of this formula, charge and spin) (kcal per mole) = 0.0

Each line ends with the Löwdin charge.
Cartesian coordinates (Å):
C 1.396 1.824 -1.619  0.015
N 0.196 1.079 -1.208  -0.047
C 0.283 0.171 -0.231  0.015
C -0.849 -0.459 0.240  0.092
C -2.081 -0.039 -0.220  -0.089
C -2.141 0.963 -1.180  0.032
C -0.991 1.420 -1.763  -0.003
C -3.359 -0.631 0.265  -0.106
C -4.397 0.243 0.549  0.033
C -5.596 -0.262 0.958  -0.010
N -5.709 -1.588 1.179  -0.051
C -4.740 -2.466 0.901  0.044
C -3.527 -1.997 0.428  0.088
C -7.030 -2.073 1.610  0.034
H 1.341 2.080 -2.672  0.105
H 2.249 1.262 -1.256  0.063
H 1.363 2.771 -1.071  0.077
H 1.244 -0.181 0.121  0.137
H -0.710 -1.316 0.890  0.127
H -3.031 1.476 -1.520  0.117
H -0.937 2.159 -2.546  0.113
H -4.393 1.300 0.322  0.130
H -6.488 0.320 1.115  0.134
H -4.992 -3.519 0.926  0.119
H -2.680 -2.666 0.313  0.134
H -7.035 -3.140 1.801  0.066
H -7.704 -1.881 0.776  0.114
H -7.307 -1.537 2.511  0.087
C 11.493 3.703 -4.615  0.040
N 10.178 3.890 -3.968  -0.085
C 9.216 2.977 -4.136  0.027
C 7.950 3.208 -3.649  0.070
C 7.656 4.411 -3.032  -0.116
C 8.716 5.282 -2.731  0.064
C 9.949 5.010 -3.256  0.004
C 6.294 4.769 -2.583  -0.148
C 5.571 5.852 -3.087  0.047
C 4.402 6.186 -2.435  0.011
N 3.823 5.349 -1.561  -0.035
C 4.446 4.235 -1.164  0.055
C 5.647 3.892 -1.736  0.066
C 2.660 5.848 -0.767  0.072
H 12.269 4.041 -3.933  0.106
H 11.536 4.370 -5.475  0.113
H 11.633 2.665 -4.887  0.107
H 9.404 2.127 -4.775  0.157
H 7.157 2.498 -3.848  0.154
H 8.534 6.190 -2.176  0.143
H 10.805 5.622 -3.009  0.151
H 6.025 6.507 -3.816  0.132
H 3.940 7.135 -2.662  0.148
H 4.093 3.733 -0.268  0.133
H 6.205 3.103 -1.239  0.146
H 3.024 5.952 0.252  0.116
H 1.807 5.178 -0.879  0.083
H 2.330 6.780 -1.217  0.104
C -3.631 -1.222 6.377  -0.679
F -4.267 -2.388 6.407  0.141
F -3.996 -0.457 7.419  0.114
F -2.333 -1.448 6.502  0.157
S -3.983 -0.286 4.809  0.588
O -3.149 0.869 4.915  -0.281
O -3.600 -1.214 3.780  -0.286
N -5.601 -0.055 4.816  -0.286
S -5.854 1.420 4.326  0.543
O -5.541 2.390 5.337  -0.292
O -5.266 1.770 3.051  -0.309
C -7.688 1.442 4.061  -0.663
F -8.033 0.566 3.095  0.096
F -8.377 1.152 5.161  0.142
F -8.024 2.666 3.643  0.130
C -3.766 -6.791 1.080  -0.671
F -3.637 -7.385 2.249  0.158
F -3.344 -5.505 1.168  0.087
F -3.002 -7.370 0.170  0.160
S -5.554 -6.643 0.538  0.589
O -5.457 -6.122 -0.793  -0.285
O -6.072 -7.981 0.609  -0.308
N -6.169 -5.632 1.680  -0.302
S -7.146 -6.509 2.600  0.567
O -8.432 -6.863 2.061  -0.302
O -6.504 -7.580 3.315  -0.306
C -7.587 -5.342 3.990  -0.681
F -6.514 -4.942 4.650  0.152
F -8.154 -4.223 3.483  0.084
F -8.508 -5.915 4.745  0.146
C 2.294 -1.540 -3.308  -0.663
F 2.196 -0.347 -3.950  0.076
F 3.536 -1.950 -3.502  0.146
F 2.071 -1.298 -2.018  0.120
S 0.978 -2.591 -4.108  0.588
O -0.216 -1.801 -4.072  -0.286
O 1.553 -2.837 -5.399  -0.305
N 1.074 -3.936 -3.173  -0.278
S -0.149 -4.839 -3.567  0.535
O -1.157 -4.996 -2.560  -0.282
O -0.741 -4.641 -4.869  -0.312
C 0.587 -6.564 -3.615  -0.664
F 1.464 -6.750 -2.621  0.117
F -0.407 -7.432 -3.442  0.128
F 1.222 -6.880 -4.750  0.116
C -2.333 4.633 -0.320  -0.660
F -1.804 3.492 0.107  0.145
F -3.659 4.498 -0.324  0.135
F -2.046 5.653 0.491  0.138
S -1.758 5.055 -2.059  0.585
O -2.038 6.426 -2.340  -0.275
O -0.345 4.741 -2.024  -0.341
N -2.527 3.921 -2.905  -0.303
S -3.710 4.530 -3.792  0.581
O -4.755 5.191 -3.061  -0.284
O -3.297 5.155 -5.021  -0.295
C -4.389 2.882 -4.344  -0.680
F -5.026 2.307 -3.306  0.109
F -5.306 3.065 -5.290  0.140
F -3.428 2.065 -4.746  0.145
C 1.465 3.024 2.719  -0.672
F 0.769 1.904 2.711  0.165
F 1.146 3.740 1.626  0.103
F 1.256 3.751 3.803  0.161
S 3.302 2.603 2.647  0.624
O 3.870 3.829 2.094  -0.362
O 3.809 2.232 3.923  -0.246
N 3.214 1.423 1.479  -0.276
S 4.651 0.779 1.526  0.538
O 5.708 1.770 1.370  -0.341
O 4.874 -0.242 2.491  -0.256
C 4.732 -0.223 -0.068  -0.661
F 5.992 -0.641 -0.185  0.131
F 3.909 -1.235 -0.098  0.170
F 4.462 0.573 -1.149  0.057
C 0.220 -5.876 2.412  -0.678
F -0.998 -6.099 2.901  0.131
F 1.108 -6.264 3.326  0.127
F 0.397 -6.580 1.303  0.146
S 0.391 -4.040 2.099  0.571
O -0.273 -3.829 0.840  -0.303
O -0.234 -3.391 3.214  -0.289
N 1.994 -3.899 2.046  -0.299
S 2.597 -3.139 3.301  0.566
O 2.379 -1.717 3.260  -0.300
O 2.406 -3.780 4.574  -0.297
C 4.409 -3.465 2.947  -0.670
F 4.673 -4.776 2.888  0.120
F 4.785 -2.949 1.770  0.101
F 5.156 -2.924 3.907  0.128



The following is a DFT calculation (wB97M-V/def2-TZVPD) of C36H28I2N2O2PZr as an isolated structure at a distorted geometry.

## Properties
- 2S+1 = 1
- molecular weight (g mol⁻¹) = 896.64
- energy (eV) = -71604.2128
- HOMO level (Ha) = -0.5820
- total charge = +3
- HOMO-LUMO gap (eV) = 4.48
- relative energy (zero: lowest compared OMol25 entry of this formula, charge and spin) (kcal per mole) = 47.2

Each line ends with the Löwdin charge.
Cartesian coordinates (Å):
Zr 12.506 8.920 13.886  1.134
C 9.818 5.195 12.317  0.001
C 9.582 5.742 13.721  -0.227
N 8.535 5.299 14.357  0.153
C 8.348 5.596 15.654  -0.045
C 9.275 6.263 16.448  -0.090
C 9.207 6.135 17.948  -0.156
O 10.523 6.247 18.518  -0.053
C 10.408 6.878 15.752  -0.061
C 11.235 7.838 16.393  0.022
N 12.389 8.149 15.845  -0.111
C 13.553 8.712 16.332  -0.338
C 13.637 8.970 17.708  0.029
C 14.643 9.773 18.189  0.000
C 15.505 10.434 17.317  -0.003
C 15.454 10.145 15.944  -0.101
C 14.514 9.293 15.458  -0.370
I 15.204 8.067 13.358  0.944
C 10.478 6.702 14.366  -0.201
O 11.489 7.222 13.639  -0.331
H 10.876 4.954 12.127  0.088
H 9.530 5.981 11.580  0.094
H 9.153 4.325 12.188  0.101
H 7.440 5.149 16.098  0.148
H 8.791 5.184 18.198  0.129
H 8.572 6.936 18.375  0.148
H 10.895 5.383 18.699  0.109
H 10.907 8.420 17.229  0.150
H 12.881 8.485 18.370  0.153
H 14.669 9.933 19.258  0.139
H 16.203 11.165 17.704  0.136
H 16.206 10.621 15.328  0.131
I 12.359 8.982 10.979  1.064
C 11.054 10.253 9.760  -0.478
C 11.112 10.018 8.390  -0.112
C 10.703 10.993 7.455  -0.021
C 10.183 12.188 7.908  0.010
C 10.060 12.458 9.292  -0.128
C 9.387 13.672 9.656  0.026
C 9.269 13.978 10.984  -0.028
C 9.694 13.048 11.959  -0.056
C 10.250 11.806 11.627  -0.350
P 10.534 10.753 13.049  0.971
C 8.929 10.966 13.952  -0.357
C 7.780 10.640 13.184  -0.074
C 6.479 10.723 13.748  -0.035
C 6.280 11.119 15.071  -0.023
C 7.431 11.425 15.811  -0.054
C 8.689 11.518 15.226  -0.093
C 11.851 11.602 14.012  -0.436
C 12.618 12.690 13.494  -0.049
C 13.348 13.521 14.331  -0.028
C 13.273 13.423 15.711  -0.023
C 12.614 12.345 16.236  -0.059
C 11.956 11.396 15.429  -0.165
C 10.520 11.472 10.261  -0.199
H 11.336 9.015 8.053  0.110
H 10.780 10.825 6.397  0.125
H 9.824 12.973 7.217  0.144
H 9.029 14.422 8.891  0.159
H 8.861 14.903 11.328  0.118
H 9.529 13.273 13.036  0.131
H 7.910 10.302 12.151  0.113
H 5.654 10.503 13.094  0.115
H 5.302 11.070 15.526  0.123
H 7.377 11.737 16.824  0.105
H 9.503 12.035 15.757  0.104
H 12.698 12.929 12.426  0.129
H 13.975 14.293 13.882  0.135
H 13.827 14.109 16.368  0.143
H 12.512 12.227 17.315  0.130
H 11.260 10.719 15.917  0.090